The following is a quantum chemistry calculation of C47H55Br2IN6O15PS as an isolated structure, from the Open Molecules 2025 dataset.

- LUMO: -0.11728 Eh
- Energy: -9465.17463 a.u.
- Orbital gap: 7.7 eV

Geometry as ORCA input:
```
! RIJCOSX wB97M-V def2-TZVPD def2/J DEFGRID3
* xyz 1 1
C -2.51572 -3.67808 -0.72851
H -0.73659 -2.29104 1.37137
H -4.56432 2.51176 -0.25094
H 6.93613 -2.55704 1.35827
O -5.00763 2.88770 -5.25153
H -3.16317 -0.59734 -5.39075
C -1.32321 -0.03495 -1.66998
N 2.77078 -3.56800 3.12296
O -0.88372 6.71305 0.84650
H -2.00533 -0.92100 1.57044
H -2.25135 7.87360 1.03704
C -5.60416 -1.30105 -1.87867
C 6.32969 -3.22808 1.96282
C 0.57464 5.12663 1.70907
H -4.29524 7.93166 -0.36642
O 2.13240 -4.33913 3.85363
H -0.22177 -0.50241 1.14001
C 10.77524 -2.46183 7.59894
C -4.21605 1.02549 -6.38788
H -5.59153 -3.32841 -3.02711
C -4.35907 -8.43945 -1.28170
P -4.28038 -1.50105 -0.53473
C -3.29695 11.04104 1.71593
C -6.34047 -2.69964 -2.37987
N -4.39321 1.81498 -5.16322
H -2.37746 0.46453 -1.92625
C -1.46385 -1.37745 -0.71108
O -0.84332 2.42492 -1.75686
Br -3.00774 -4.14314 1.20480
H 2.51772 -3.75252 -1.76298
C 0.76700 3.81795 2.17149
N 10.45762 -2.94753 3.88539
H -0.05045 3.10043 2.19772
C -4.45976 11.07323 0.93389
H -6.70491 -3.38613 -1.50551
C -2.86571 8.77089 1.01094
C 1.64079 6.03603 1.67633
C 4.78282 -4.96265 3.52652
C 8.78825 -2.36698 5.62675
C 6.91599 -4.33879 2.57168
H 8.00401 -2.32579 4.87375
H -2.27999 -6.55613 -0.30205
H 0.72942 1.09032 -1.20380
H 1.36913 -0.89432 -0.56187
H 4.19704 -5.64679 4.13690
H 11.54288 -2.49517 8.36912
C -0.22555 -2.39951 -1.18648
H -3.04955 0.63152 0.41514
C 2.51328 -2.60587 -1.53355
O 9.55591 -2.85667 3.03998
H 12.13588 -2.98784 6.02218
O 2.28680 -2.57784 2.55459
C 2.90095 5.63190 2.12138
Br 0.04127 -5.00586 0.58373
C -4.81455 9.94903 0.18575
H 7.44533 -1.84607 7.23201
H -5.71158 9.96649 -0.42955
H -2.91433 -1.93402 -7.45325
C 4.19839 -3.84258 2.92042
O -3.64701 13.22054 2.43343
C -0.42875 1.18354 -1.02560
C -3.42802 -4.81747 -1.47123
C -1.08205 -1.25070 0.89649
H 7.98003 -4.52872 2.44145
H -0.70745 1.40424 0.11284
H -0.80801 -0.27066 -2.72145
H -5.22127 2.47080 -7.66679
C 8.46817 -2.09553 6.95849
H 4.07668 4.02244 2.94093
C -3.33545 -6.32261 -0.74260
C -4.56184 0.74467 -8.76235
N -0.75831 5.55305 1.26647
H -1.20764 3.10151 -1.11387
O -5.06830 -9.22832 -2.13508
I -0.13532 -4.99923 -2.66689
H -7.27309 -2.40078 -3.04977
H -1.73825 -2.07287 -3.51994
H 3.52179 -2.39202 -0.93126
C -0.86653 -3.91508 -0.88372
N -2.90492 12.22839 2.48469
C -3.91831 -0.49264 -8.70301
H 1.42353 -2.41941 0.54141
H -4.56282 -4.50131 -1.27689
H 4.52515 -2.10532 1.65095
O -3.53398 -7.32268 -1.84530
O 11.63421 -3.24239 3.62769
C 2.56876 -2.48239 -3.97591
H -6.49864 -0.70063 -1.35665
C 11.10682 -2.73796 6.27109
C -2.49915 9.88998 1.76123
C -4.13254 0.24069 0.22520
H -1.59679 9.84957 2.36774
H -3.18506 -5.02799 -2.59173
C -3.41599 -0.96942 -7.49119
H -6.02207 1.35637 -0.55363
C 10.11033 -2.68323 5.28682
O -1.85278 12.17232 3.13731
N -2.73259 -2.18734 -1.08206
S -2.93493 -2.20452 -2.81769
C -4.01756 8.80380 0.22305
H 6.60956 -6.07193 3.81655
H 9.20805 -1.91899 8.97502
O -3.92148 1.36097 -4.11010
C 2.03246 3.42451 2.61134
H -4.23258 -6.51805 -0.00097
C -3.56012 -0.21179 -6.32731
H 3.73322 6.33237 2.10618
H -4.49039 1.28581 -1.79784
H 3.42131 -3.27101 -4.17918
H -5.30052 -0.59037 -2.78952
H 1.50699 7.05312 1.31441
H -3.80850 -1.08954 -9.60681
H -4.69226 0.19778 1.27876
C 9.46063 -2.13904 7.93917
H 2.19124 2.41168 2.97497
C 4.96704 -2.97518 2.13203
C -4.86216 1.44088 -0.68411
H -4.40446 -8.69018 -0.12427
O 1.63868 -2.23436 -4.92168
O -1.68237 4.73058 1.34192
O 2.55155 -1.72812 -2.71289
C -4.71450 1.51004 -7.60452
H 0.02540 -2.47254 -2.32563
H -5.09140 11.95799 0.89401
C 6.14594 -5.20678 3.34771
H -4.94801 1.11074 -9.71110
C 1.29229 -2.08558 -0.57140
C 3.09359 4.33123 2.58967
*
```

***

The following is a quantum chemistry calculation of C47H55IIrN4O3SSeSi as an isolated structure, from the Open Molecules 2025 dataset.

- LUMO (spin up / spin down): -0.25837 / -0.25838 Eh
- Energy: -5759.47880 a.u.
- Energy relative to the best compared isomer or geometry (same formula, charge and spin): 0.0 kJ/mol
- Orbital gap (spin up / spin down): 5.9 / 5.9 eV

Geometry as ORCA input:
```
! RIJCOSX wB97M-V def2-TZVPD def2/J DEFGRID3
* xyz 2 2
H 6.95430 0.95807 -1.24648
H -1.93700 6.17203 -1.34723
Ir 0.35459 -0.59797 -0.06097
C 4.43562 1.98435 -3.42196
Se 0.50715 3.99323 -0.33614
H 3.10439 0.45638 -2.67824
H 0.54319 -4.51456 -2.37243
H 1.25658 7.78010 1.39865
C -0.01052 1.02307 -4.35297
H 3.96833 2.49154 4.57742
C 4.40838 -1.88224 -0.70754
H 0.64635 4.14401 5.07633
H -4.43422 1.43684 -3.91099
C 7.25955 -1.83158 -1.14330
S 0.47395 1.63403 -2.75908
C -3.23984 2.82715 2.32699
H 2.31925 6.58471 -1.73266
C -0.75648 0.16740 -6.85339
C -1.97820 -1.21040 -2.35127
C -2.01990 1.06171 0.46344
C 7.05649 -1.38644 1.30917
C -3.55957 2.84910 0.91845
C 1.87313 2.89914 2.82564
C 1.33827 4.73784 4.47594
H -0.19910 3.22974 3.26970
H -2.00527 1.98806 3.81122
C 1.00234 6.71974 1.33291
H 3.87854 5.47152 3.95496
C -0.63433 -3.03266 -3.37593
C -1.49571 6.71432 -0.50924
H -1.36188 0.18910 2.25624
H -3.09846 -2.30314 -5.37011
C 6.67767 -0.88000 -0.09558
C 0.20906 -0.53897 -6.14092
H 0.84081 6.71988 -2.70262
C 0.50876 2.65398 2.69562
C 3.20144 1.46742 -3.05344
C 2.22936 1.14881 1.21988
I 0.05822 -2.10284 2.06108
H 3.04951 5.38840 2.39943
H 0.28107 6.49427 2.12032
H 1.91180 6.14422 1.51665
C -4.06824 -0.47332 -3.67416
H 1.47334 -3.39456 -3.35904
C 0.53812 -3.95865 -3.31060
C 2.43407 3.87578 3.84893
H 0.77092 5.28805 3.72125
C 3.48278 4.78931 3.20280
H 1.27750 4.19555 -3.70954
C -2.50515 -2.20698 -4.47057
C 5.15635 -0.84755 -0.15100
C 3.09859 3.03234 4.95346
C 1.30036 6.97377 -1.74512
H 4.88591 -2.72496 -1.18425
H 6.91550 -1.58637 -2.15060
H -3.31164 0.11057 -1.43277
O -3.72604 0.91171 -3.52334
H -2.10629 1.83440 -6.86477
H 6.67292 -0.72392 2.08724
C -1.42601 1.20724 1.83517
C 4.53766 3.28728 -3.89052
C -1.35308 1.29421 -6.30764
C -0.98605 1.72771 -5.04038
C 0.59118 -0.11226 -4.88154
C 2.08345 2.27436 -3.17888
H 3.43094 3.68653 5.75996
H -4.82187 -0.75531 -2.92978
H 5.50190 3.68272 -4.17995
C 2.73252 2.12059 2.05389
H 6.66129 -2.38762 1.48671
C -3.00614 1.99150 0.02856
N 2.37238 -0.85997 -0.05348
H 3.48900 5.10187 -4.35612
C -0.83590 -2.08632 -2.28085
H 1.34320 -0.64611 -4.31370
C -2.32476 -0.32483 -1.36488
C -2.24958 2.04538 2.75771
H -2.04585 6.45966 0.39802
H -1.45388 2.59607 -4.59365
H 8.14226 -1.42736 1.40199
H -1.63342 7.78242 -0.69597
H -1.04373 -0.16683 -7.84117
C 3.40556 4.08653 -3.99292
N 0.90120 0.93997 1.11632
H 1.79534 5.46888 5.14184
C 4.44006 0.19310 0.44459
H 3.80117 2.24928 2.13691
H 4.32564 4.23041 2.79552
H 0.66549 -1.41893 -6.57375
H 7.01638 1.20490 0.50450
H -4.49233 -0.66161 -4.66033
H 8.34610 -1.75351 -1.13465
C 7.27442 0.51721 -0.30137
N -1.41893 -3.06073 -4.39518
H 8.36116 0.44252 -0.31924
H 4.96425 1.03290 0.87469
C -2.83914 -1.31994 -3.51760
O 0.75818 0.37056 -1.94841
H 0.49389 -4.64893 -4.14775
C 2.16721 3.58140 -3.63221
O -0.02842 -2.14675 -1.31393
C 3.02765 -1.85631 -0.64646
H 5.31781 1.36250 -3.35437
N -1.57535 0.06233 -0.29619
C 3.06401 0.15648 0.49950
H 2.39932 2.30655 5.37194
H 1.34950 8.06419 -1.68455
H 2.41419 -2.63987 -1.07028
H -3.81183 3.43410 3.01424
Si 0.30430 6.30691 -0.33797
H 7.01302 -2.87296 -0.93388
H -3.30280 2.01951 -1.01059
H -4.29530 3.56108 0.56423
C 0.04875 1.65615 1.85486
*
```

***

Question: Among the records above, which one has the highest energy?
Answer: C47H55IIrN4O3SSeSi

***

Question: The highest energy belongs to which entry?
Answer: C47H55IIrN4O3SSeSi

***

Question: Among the records above, which one has the lowest energy?
Answer: C47H55Br2IN6O15PS